(1)
C5H8N2 | ωB97M-V with the def2-TZVPD basis set

Geometry as XYZ:
```
15
Properties=species:S:1:pos:R:3:lowdin_charge:R:1
C 0.712 -1.529 1.954 -0.08
C 0.199 -0.469 0.979 -0.44
C 0.361 -0.631 -0.356 -0.12
N -0.123 0.224 -1.359 -0.05
C -0.391 1.538 -1.215 -0.17
N -0.998 2.039 -2.306 0.03
C -0.553 0.504 1.676 0.17
H 0.850 -1.161 2.980 0.08
H -0.003 -2.356 2.007 0.08
H 1.675 -1.890 1.602 0.07
H 0.987 -1.439 -0.731 0.12
H -0.337 -0.259 -2.236 0.13
H -1.186 3.026 -2.352 0.08
H -1.302 1.502 -3.118 0.09
H 0.110 0.901 2.476 0.02
```

Output
- energy relative to the best compared isomer or geometry (same formula, charge and spin) (kcal per mole) = 128.2
- highest occupied orbital energy (spin up / spin down) (eV) = -7.7 / -7.5

(2)
C6H12O2 | ωB97M-V with the def2-TZVPD basis set

Geometry as XYZ:
```
20
Properties=species:S:1:pos:R:3:lowdin_charge:R:1
C 2.560 -0.227 -1.252 -0.01
C 1.313 0.303 -0.644 -0.25
C 0.255 -0.529 -0.737 -0.07
C -1.057 -0.066 -0.593 -0.03
C -1.936 -0.374 0.436 -0.09
O -3.163 0.104 0.530 0.11
C 1.212 1.674 0.035 0.01
H 3.245 0.534 -1.545 0.09
H 3.035 -0.986 -0.683 0.10
H 2.253 -0.831 -2.086 0.10
H 0.528 -1.590 -1.036 0.18
H -1.536 0.647 -1.275 0.14
H -1.696 -1.038 1.258 0.14
H -3.455 0.674 -0.250 0.17
H 0.256 2.084 -0.210 0.08
H 2.057 2.328 -0.237 0.10
H 1.411 1.673 1.186 0.14
H 0.678 -0.007 1.620 0.05
H 1.238 -1.398 1.850 0.08
O 0.402 -0.952 1.711 -0.03
```

Output
- multiplicity = 2
- net charge = +1
- energy relative to the best compared isomer or geometry (same formula, charge and spin) (kcal per mole) = 40.5
- highest occupied orbital energy (spin up / spin down) (eV) = -13.7 / -13.6